No. 1
Formula: C26H19N5NiS2
Source: the OMol25 dataset
Level of theory: ωB97M-V with the def2-TZVPD basis set

Geometry as XYZ:
```
53
Properties=species:S:1:pos:R:3:nbo_charge:R:1
N 2.023 -0.088 -0.034 -0.318
H -1.178 -0.822 -4.937 0.227
C -3.364 -3.209 0.149 -0.244
C 5.703 1.542 -2.458 -0.211
H 2.938 -0.113 -3.938 0.238
H 3.621 2.063 -2.487 0.218
C 0.929 -0.470 -4.618 -0.147
H -2.377 4.447 -0.164 0.205
H -0.392 3.026 0.002 0.203
H 0.007 -3.603 0.346 0.232
C -3.782 -4.534 0.196 -0.210
C -2.493 3.370 -0.122 -0.178
C -3.916 1.445 -0.100 -0.199
C -0.385 -0.663 -4.220 -0.261
C -1.039 -3.873 0.291 -0.231
H 4.588 -1.632 -0.573 0.215
H -4.833 -4.788 0.164 0.222
C 2.514 -0.045 -1.224 0.230
H 1.192 -0.480 -5.667 0.222
C 1.543 -0.257 -2.316 0.168
C -2.777 0.645 -0.008 -0.121
C 1.906 -0.264 -3.659 -0.240
C -1.456 -5.188 0.337 -0.195
C -2.815 -5.517 0.288 -0.216
C -1.471 1.166 0.030 -0.355
H 7.696 0.770 -2.279 0.214
C -0.664 -0.651 -2.865 0.078
H 6.012 2.442 -2.975 0.215
H 6.982 -1.270 -1.079 0.215
N 2.833 0.070 1.025 -0.461
N 2.969 0.051 3.272 -0.783
C 6.647 0.606 -2.065 -0.207
C -2.852 -0.812 0.061 0.111
C -2.006 -2.874 0.192 0.192
H 2.553 0.013 4.182 0.406
C -3.771 2.818 -0.158 -0.250
H -0.722 -5.979 0.418 0.217
H 3.920 0.355 3.152 0.401
N -1.759 -1.517 0.133 -0.571
H -1.672 -0.797 -2.496 0.210
S 0.541 -0.523 2.420 -0.388
C 6.246 -0.541 -1.392 -0.227
S -4.312 -1.755 0.041 0.404
C 3.952 0.181 -1.514 -0.114
H -3.114 -6.556 0.327 0.217
C 2.197 -0.101 2.177 0.301
N 0.270 -0.464 -1.941 -0.500
C 4.905 -0.750 -1.114 -0.123
H -4.907 1.002 -0.122 0.203
Ni -0.069 -0.266 0.154 1.246
C -1.370 2.556 -0.030 -0.265
H -4.641 3.458 -0.227 0.210
C 4.359 1.329 -2.186 -0.205
```

Computed properties:
- Frontier orbital gap (spin up / spin down): 7.20 / 7.32 eV
- Charge: 0
- <S²>: 2.010
- 2S+1: 3

---

No. 2
Formula: C6H10O6SSi
Source: the OMol25 dataset
Level of theory: ωB97M-V with the def2-TZVPD basis set

Geometry as XYZ:
```
24
Properties=species:S:1:pos:R:3:nbo_charge:R:1
O -0.608 -1.526 0.457 -0.920
O -1.754 1.551 0.055 -0.590
C 2.103 -0.097 0.083 0.787
H 3.920 0.391 1.303 0.259
C -1.488 -0.567 2.374 -0.728
H -1.558 3.490 -1.936 0.232
O 1.642 -1.019 -0.702 -0.843
H -1.273 0.403 1.981 0.266
O -2.811 -1.677 0.593 -0.557
H 2.806 -0.911 1.880 0.253
Si 0.055 -0.999 -0.967 2.148
C -1.085 1.486 -0.973 0.855
O -0.488 0.426 -1.462 -0.883
O 1.687 1.051 0.068 -0.595
C -0.837 2.666 -1.994 -0.717
C 3.251 -0.526 0.916 -0.738
H -0.880 2.282 -2.999 0.228
H 0.204 3.016 -1.754 0.248
H 3.769 -1.444 0.564 0.249
H -0.540 -1.081 2.758 0.233
S -0.327 -2.520 -2.353 -0.469
H -1.674 -2.695 -1.936 0.207
H -2.323 -0.394 2.972 0.234
C -1.793 -1.306 1.072 0.841
```

Computed properties:
- Frontier orbital gap: 10.57 eV
- Charge: 0
- Relative energy (zero: lowest compared OMol25 entry of this formula, charge and spin): 0.085 eV

---

No. 3
Formula: C4H12S
Source: the OMol25 dataset
Level of theory: ωB97M-V with the def2-TZVPD basis set

Geometry as XYZ:
```
17
Properties=species:S:1:pos:R:3:nbo_charge:R:1
H -1.809 -3.532 0.759 0.290
C 2.104 1.078 -1.707 -0.612
H 1.986 0.017 -1.896 0.201
H -0.918 -0.012 1.737 0.293
H 3.072 1.448 -2.043 0.223
S -2.746 -1.429 1.528 0.944
H -1.917 -2.282 -0.561 0.296
H 1.831 2.544 -0.034 0.218
H 1.403 1.637 -2.336 0.204
C -1.895 0.092 1.274 -0.851
H 0.899 1.099 0.117 0.161
C 1.853 1.470 -0.257 -0.613
C -1.753 -2.478 0.500 -0.829
H -2.444 0.942 1.671 0.290
H 2.738 1.256 0.332 0.219
H -0.741 -2.199 0.682 0.271
H -1.661 0.349 0.236 0.293
```

Computed properties:
- Frontier orbital gap (spin up / spin down): 10.69 / 5.54 eV
- Charge: +1
- <S²>: 0.753
- 2S+1: 2
- Relative energy (zero: lowest compared OMol25 entry of this formula, charge and spin): 0.389 eV

---

No. 4
Formula: C3H9NOS
Source: the OMol25 dataset
Level of theory: ωB97M-V with the def2-TZVPD basis set

Geometry as XYZ:
```
15
Properties=species:S:1:pos:R:3:nbo_charge:R:1
H -0.564 0.548 1.829 0.162
H 1.747 0.729 1.017 0.221
C 0.078 0.311 -0.215 -0.091
H -2.906 0.837 0.943 0.475
N -0.310 -0.563 -1.336 -0.839
H -1.286 -0.802 -1.222 0.359
H -1.332 -0.806 0.984 0.160
C -1.016 0.237 0.880 -0.061
C 1.372 -0.118 0.441 -0.497
O -2.087 1.064 0.495 -0.727
H 1.317 -1.029 1.028 0.215
H 0.182 1.363 -0.483 0.194
H -0.272 -0.045 -2.198 0.366
H 2.291 -1.373 -1.439 0.136
S 2.786 -0.353 -0.726 -0.074
```

Computed properties:
- Frontier orbital gap: 9.64 eV
- Charge: 0
- SMILES: N[C@@H](CO)CS
- Relative energy (zero: lowest compared OMol25 entry of this formula, charge and spin): 0.826 eV

---

No. 5
Formula: C3H7N2O2
Source: the OMol25 dataset
Level of theory: ωB97M-V with the def2-TZVPD basis set

Geometry as XYZ:
```
14
Properties=species:S:1:pos:R:3:nbo_charge:R:1
C -0.184 0.234 0.780 0.602
O 1.104 -2.706 -1.573 -0.711
H -0.058 1.287 -1.157 0.182
H 1.107 1.733 0.141 0.185
H 0.931 -0.594 -0.490 0.323
N -0.786 2.652 0.215 -0.859
N 0.446 -0.871 0.361 -0.852
O -0.789 0.329 1.857 -0.742
C 0.485 -2.737 -0.500 0.271
H -1.486 2.719 -0.511 0.332
H -1.281 2.415 1.076 0.375
H -0.604 -2.765 -0.458 0.111
C 0.073 1.474 -0.093 -0.322
H 1.040 -3.169 0.351 0.106
```

Computed properties:
- Frontier orbital gap: 8.27 eV
- Charge: -1
- Relative energy (zero: lowest compared OMol25 entry of this formula, charge and spin): 1.926 eV

---

No. 6
Formula: C39H34Ge2N2OS2Y
Source: the OMol25 dataset
Level of theory: ωB97M-V with the def2-TZVPD basis set

Geometry as XYZ:
```
81
Properties=species:S:1:pos:R:3:mulliken_charge:R:1
N -2.276 -5.179 -5.067 -0.416
C -5.761 -1.735 0.883 -0.833
S 2.529 -1.115 -1.338 -0.357
C -0.085 -5.132 3.232 -0.585
H 1.060 -2.348 1.733 0.299
C -2.074 -1.288 -2.257 -0.195
C 0.274 0.331 3.385 0.305
C -4.326 0.039 2.468 -0.389
C -1.009 3.354 -1.322 -0.113
C -0.738 0.527 2.439 -1.589
H -3.777 0.735 3.093 0.374
Ge -1.706 -0.967 1.573 2.861
H -6.234 0.782 3.099 0.428
H 3.201 1.613 -2.835 0.138
H -3.051 3.711 -1.877 0.443
H 6.968 -0.235 -1.064 0.244
H -3.028 -1.904 -4.056 0.574
C 6.144 0.181 -0.494 -0.713
H 0.034 -2.984 -0.402 0.566
C -3.644 -0.877 1.674 -0.065
C 3.817 2.413 -2.442 0.159
C -0.370 2.920 2.623 -0.743
H 6.804 3.885 -3.073 0.381
H -0.624 3.929 2.327 0.413
H 1.748 1.235 4.657 0.506
H -2.954 -3.366 2.926 0.418
N -1.228 -1.590 -1.251 0.642
C 0.797 -4.225 2.660 -1.088
H 6.116 5.188 -1.081 0.400
C 4.258 4.143 -0.852 -0.470
C -2.040 -4.404 -4.254 -0.289
H -1.808 2.032 1.315 0.510
C 5.862 3.675 -2.583 -0.459
H 5.317 2.102 -3.940 0.398
C -2.104 2.299 -3.190 -0.641
Y 1.257 0.131 0.596 -0.289
C -5.714 0.068 2.474 -0.650
H 1.085 1.220 -2.901 0.104
C -1.760 -3.442 -3.233 0.559
C -0.897 -3.755 -2.185 -0.999
H -0.416 -4.720 -2.126 0.559
C -1.039 1.842 2.057 0.323
C 5.476 4.404 -1.467 -0.571
C -2.144 3.163 -2.101 -0.678
H 6.094 1.261 -0.622 0.202
H 0.515 -0.677 3.711 0.380
C -0.933 -0.634 -0.214 -0.710
C -2.348 -2.183 -3.264 -0.940
H -3.864 -2.495 0.261 0.458
C 5.027 2.679 -3.070 -0.800
H -6.318 -2.430 0.268 0.426
C 3.874 -0.614 -0.392 0.801
H -1.358 0.323 -0.545 -0.316
H -0.869 0.962 -4.336 0.556
C 0.635 2.704 3.556 -0.481
C -1.434 -4.816 3.321 -0.705
O 4.948 -0.379 -1.082 -0.177
S 3.799 -0.418 1.302 -0.501
H 1.494 4.038 0.491 -0.208
H 6.222 -0.087 0.555 0.452
C 0.191 1.785 -2.666 0.136
H -2.516 -0.304 -2.219 0.784
C -4.375 -1.762 0.880 -0.090
C -1.031 -2.675 2.263 0.234
C 0.965 1.409 3.931 -0.641
H 0.277 -6.080 3.607 0.413
C -0.927 1.620 -3.475 -0.750
C 0.320 -3.014 2.180 0.260
H 3.967 4.738 0.006 0.301
H 1.852 -4.455 2.586 0.473
Ge 1.740 2.772 -0.353 0.753
H -2.128 -5.515 3.767 0.434
C -6.431 -0.816 1.681 -0.522
H 1.163 3.544 3.985 0.441
C 3.405 3.148 -1.330 0.203
H -1.051 4.066 -0.504 0.490
C 0.182 2.675 -1.586 -0.021
C -0.643 -2.809 -1.224 -0.053
C -1.898 -3.598 2.842 -0.600
H -2.977 2.179 -3.820 0.440
H -7.512 -0.793 1.687 0.408
```

Computed properties:
- Frontier orbital gap: 5.99 eV
- Charge: +1
- Relative energy (zero: lowest compared OMol25 entry of this formula, charge and spin): 1.882 eV